No. 1
191
Properties=species:S:1:pos:R:3 method="wB97M-V/def2-TZVPD" e_homo_ev=-9.79 e_above_lowest_kj_mol=0.0 e_tot_ev=-141318.1967
C 2.1580 13.9238 -14.0707
C 2.2153 15.3290 -13.9039
C 1.2168 15.9230 -13.1175
C 0.1755 15.1420 -12.6061
C 0.1159 13.7334 -12.7458
C 1.1717 13.1731 -13.4775
N -0.8222 15.7664 -11.7553
O -1.0091 16.9515 -11.8863
O -1.5118 15.0892 -10.9434
H 2.9886 13.4534 -14.5760
H 2.9148 15.9809 -14.4060
H 1.2408 17.0024 -13.0929
H -0.6104 13.1162 -12.2379
H 1.1617 12.1317 -13.7637
C 3.3922 11.9096 -24.4146
C 2.1017 11.4371 -24.5404
C 1.3494 11.1424 -23.4086
C 1.9751 11.2310 -22.1634
C 3.2875 11.6710 -22.0468
C 4.0074 12.0577 -23.1778
N 1.3047 10.7450 -20.9285
O 0.2470 10.1223 -20.9665
O 1.8413 10.7901 -19.8421
H 4.0216 12.1323 -25.2635
H 1.7629 11.2479 -25.5483
H 0.3974 10.7094 -23.6780
H 3.8340 11.6101 -21.1173
H 5.0524 12.3007 -23.0539
C -4.0641 9.1148 -14.9492
C -4.8404 8.2208 -14.1580
C -4.8502 6.8242 -14.5636
C -4.1977 6.4125 -15.7122
C -3.3867 7.3079 -16.3493
C -3.2938 8.6749 -16.0146
N -4.3401 5.0247 -16.2161
O -4.8312 4.2282 -15.4136
O -4.0314 4.7343 -17.3489
H -4.0049 10.1531 -14.6579
H -5.4400 8.6558 -13.3721
H -5.3416 6.0670 -13.9707
H -2.8965 7.0756 -17.2832
H -2.6877 9.4297 -16.4935
C -10.9673 5.5341 -11.2417
C -11.7945 5.1329 -10.1838
C -11.4258 5.3495 -8.8831
C -10.1206 5.7734 -8.6318
C -9.2493 6.2724 -9.6886
C -9.7374 6.1724 -10.9728
N -9.5791 5.6057 -7.2742
O -10.0691 4.7970 -6.4318
O -8.6709 6.3099 -6.8689
H -11.3577 5.5576 -12.2484
H -12.7983 4.7710 -10.3506
H -12.0683 4.9830 -8.0961
H -8.2785 6.6978 -9.4810
H -9.1686 6.5459 -11.8114
C -12.7335 17.0151 -17.9367
C -12.1649 16.1912 -16.7795
O -11.4585 15.0872 -17.2805
C -10.6830 14.3869 -16.5325
O -10.6061 14.3677 -15.2929
O -9.9089 13.7088 -17.4463
C -8.8836 12.7956 -17.0970
H -13.2877 16.5603 -18.7577
H -12.0181 17.7645 -18.2755
H -13.4702 17.6755 -17.4792
H -13.0178 15.9228 -16.1561
H -11.5806 16.7178 -16.0249
H -7.9730 13.2460 -16.7021
H -8.5212 12.2050 -17.9384
H -9.1900 12.0699 -16.3435
C -8.9794 11.6943 -8.5488
C -9.1273 13.0932 -9.1151
O -8.5271 14.0794 -8.2724
C -9.1978 14.3871 -7.1812
O -10.1959 13.7531 -6.7196
O -8.5407 15.4012 -6.6223
C -8.7862 15.7990 -5.2416
H -9.6092 11.5457 -7.6716
H -8.0046 11.4271 -8.1410
H -9.2838 11.0086 -9.3396
H -10.2055 13.2269 -9.2033
H -8.6760 13.1322 -10.1065
H -9.8201 15.7445 -4.9005
H -8.5723 16.8593 -5.1069
H -8.2896 15.1487 -4.5214
C -6.8124 7.0720 -20.3199
C -8.3247 7.2718 -20.4228
O -8.8957 7.1335 -19.0734
C -8.8991 5.8995 -18.4459
O -9.0751 5.7753 -17.2194
O -8.7385 4.8476 -19.2214
C -8.7349 3.5212 -18.7810
H -6.4139 7.6795 -19.5073
H -6.3427 7.5177 -21.1967
H -6.4562 6.0436 -20.2608
H -8.6821 6.5476 -21.1549
H -8.5504 8.2850 -20.7551
H -7.9966 2.8744 -19.2551
H -9.7242 3.1532 -19.0530
H -8.5781 3.2889 -17.7276
C 1.3270 2.0064 -17.3319
C 2.8628 2.2346 -17.2135
O 3.6106 1.2586 -17.9414
C 4.4688 0.4449 -17.3630
O 4.6421 0.4176 -16.1385
O 4.9858 -0.4175 -18.2605
C 6.0121 -1.3267 -17.8719
H 0.7431 2.4516 -18.1375
H 0.8543 2.2767 -16.3877
H 1.2587 0.9230 -17.4299
H 3.2052 2.2232 -16.1788
H 3.1051 3.2483 -17.5327
H 6.4284 -1.1095 -16.8882
H 6.8332 -1.2397 -18.5834
H 5.4728 -2.2724 -17.8163
C -3.1641 1.6945 -9.0622
C -4.6711 1.6300 -9.0648
O -5.0553 0.3034 -8.8516
C -5.2423 -0.2331 -7.6696
O -5.1474 0.3310 -6.5727
O -5.5381 -1.5583 -7.8577
C -5.6573 -2.3550 -6.6467
H -2.7799 1.4670 -8.0679
H -2.9029 2.7170 -9.3351
H -2.7978 1.0272 -9.8424
H -5.1509 1.8362 -10.0215
H -5.1056 2.2105 -8.2509
H -6.0925 -1.8626 -5.7771
H -4.6677 -2.7672 -6.4492
H -6.3239 -3.1658 -6.9405
C -10.3343 -4.7809 -19.3062
C -9.2721 -3.7714 -19.1804
O -8.8632 -3.6584 -17.8216
C -7.9742 -2.7196 -17.4636
O -7.3433 -1.9853 -18.2558
O -8.0209 -2.6597 -16.1407
C -7.3296 -1.6354 -15.4262
H -10.0729 -5.7248 -18.8279
H -10.4316 -5.0439 -20.3595
H -11.3233 -4.4285 -19.0133
H -9.7535 -2.8176 -19.3962
H -8.4510 -4.0401 -19.8452
H -7.9179 -1.3479 -14.5548
H -6.9487 -0.8450 -16.0731
H -6.4414 -2.0997 -14.9977
C 1.2767 6.8022 -12.2524
C -0.2177 7.0038 -11.9560
O -0.4375 8.2304 -11.1456
C -1.5965 8.4162 -10.4351
O -2.4182 7.4394 -10.2367
O -1.5975 9.5542 -9.9130
C -2.7045 10.0557 -9.1218
H 1.7720 6.8566 -11.2829
H 1.5297 7.6469 -12.8932
H 1.5486 5.8080 -12.6070
H -0.5855 6.0795 -11.5105
H -0.8190 7.2245 -12.8379
H -3.6428 9.8467 -9.6358
H -2.6554 11.1415 -9.0399
H -2.7547 9.6647 -8.1056
C 0.2773 4.5556 -22.3696
C 1.7736 4.3656 -22.3122
O 2.2190 5.3671 -21.4086
C 3.5273 5.6820 -21.3683
O 4.3985 5.1324 -21.9876
O 3.6464 6.7358 -20.5805
C 4.9293 7.2390 -20.3798
H -0.0400 4.4106 -21.3369
H -0.0279 3.8568 -23.1484
H 0.0533 5.5679 -22.7059
H 2.1769 4.3943 -23.3245
H 2.0149 3.4024 -21.8627
H 5.6993 6.4824 -20.2292
H 5.0152 7.9349 -19.5453
H 5.3342 7.7213 -21.2695
C -5.9534 15.0576 -21.3311
C -4.7543 14.2350 -21.8221
O -3.5731 14.8155 -21.2914
C -3.1196 14.4855 -20.0835
O -3.4403 13.6030 -19.3090
O -2.0510 15.2604 -19.8871
C -1.2706 15.2808 -18.6642
H -6.2485 15.0052 -20.2831
H -6.7943 14.7676 -21.9611
H -5.7512 16.1192 -21.4731
H -4.7268 14.2443 -22.9118
H -4.8184 13.2055 -21.4696
H -0.5594 16.1055 -18.6163
H -0.6086 14.4151 -18.6863
H -1.9730 15.1732 -17.8377

---

No. 2
33
Properties=species:S:1:pos:R:3 method="wB97M-V/def2-TZVPD" e_homo_ev="-10.47 / -12.01" e_above_lowest_kj_mol=0.0 e_tot_ev=-17193.9936 spin_multiplicity=3 charge=+1
C -3.6647 -1.0771 2.1602
C -3.2775 0.2670 2.4257
C -2.8722 -1.8791 1.4590
C -2.1316 0.8483 1.9671
C -1.6602 -1.4149 0.7763
C -1.3581 0.0515 1.0838
C 0.3516 -0.1663 -0.4339
C 3.9022 0.3665 0.7615
C -0.9671 0.0635 -2.6554
C 1.1143 1.2563 -2.2333
C 1.6664 -0.6040 0.0551
C 2.3216 0.5671 0.7598
N -0.9132 -2.0735 0.0314
N -0.5468 0.5629 0.2265
N 0.3582 -0.0361 -1.9423
H -4.6392 -1.3882 2.4030
H -3.8553 1.0106 2.8874
H -3.2493 -2.7834 1.2062
H -1.8795 1.9783 2.1189
H 4.1032 -0.5943 1.1701
H 4.4522 1.0187 1.4506
H 4.1965 0.6139 -0.2063
H -0.8048 0.2623 -3.7975
H -1.4423 -0.8909 -2.6729
H -1.5814 0.7246 -2.0957
H 2.1803 1.2374 -1.8823
H 1.0349 1.4264 -3.3004
H 0.6507 1.9757 -1.6472
H 1.4500 -1.4015 0.8744
H 2.2828 -1.1229 -0.6832
H 2.0512 1.4440 0.2895
H 1.9061 0.5520 1.7376
H 0.8208 -0.7949 -2.2938